1.
C56H44N8OPSTa | ωB97M-V/def2-TZVPD

Output
Energy relative to the best compared isomer or geometry (same formula, charge and spin)   53.0 kcal per mole
E   -94421.7452 eV
2S+1   1
Frontier orbital gap (alpha / beta)   4.46 / 4.45 eV
Charge   +2

Last column: Löwdin charge in e.
Element x y z (Å)
Ta1 0.359 -0.114 0.104  1.8762
C1 -0.992 -4.908 -4.252  -0.0353
C2 -1.796 -5.420 -3.232  -0.0325
C3 -1.856 -4.820 -1.984  0.0141
C4 -1.073 -3.693 -1.778  -0.1076
C5 -0.818 -2.874 -0.618  -0.3238
N1 0.064 -1.872 -0.948  -0.0091
C6 0.447 -2.057 -2.257  -0.2660
N2 1.421 -1.441 -2.872  0.2312
C7 2.211 -0.542 -2.345  -0.2641
C8 3.443 -0.115 -2.957  -0.0913
C9 4.059 -0.442 -4.156  0.0178
C10 5.299 0.123 -4.408  -0.0336
C11 5.907 0.990 -3.499  -0.0329
C12 5.297 1.326 -2.302  0.0185
C13 4.056 0.764 -2.039  -0.0909
C14 3.164 0.863 -0.911  -0.2392
N3 3.398 1.602 0.143  0.2349
C15 2.714 1.551 1.256  -0.2646
N4 1.704 0.660 1.526  -0.0270
C16 1.366 0.798 2.860  -0.3013
N5 0.574 0.015 3.546  0.2112
C17 -0.096 -1.013 3.070  -0.2812
N6 -0.228 -1.346 1.753  -0.0019
C18 -1.019 -2.459 1.666  -0.2711
N7 -1.316 -3.116 0.570  0.2039
C19 -1.445 -2.858 2.985  -0.0899
C20 -2.242 -3.898 3.438  0.0103
C21 -2.434 -4.009 4.807  -0.0389
C22 -1.819 -3.129 5.697  -0.0396
C23 -1.006 -2.096 5.251  0.0108
C24 -0.840 -1.951 3.883  -0.0972
C25 2.089 1.915 3.420  -0.1034
C26 2.037 2.538 4.657  0.0155
C27 2.852 3.641 4.853  -0.0366
C28 3.719 4.096 3.860  -0.0373
C29 3.799 3.465 2.628  0.0119
C30 2.959 2.382 2.411  -0.1058
N8 2.049 0.080 -1.124  0.0000
C31 -0.276 -3.169 -2.817  -0.1151
C32 -0.229 -3.769 -4.064  0.0129
H1 -0.942 -5.424 -5.196  0.1168
H2 -2.378 -6.308 -3.422  0.1174
H3 -2.456 -5.225 -1.186  0.1146
H4 3.589 -1.115 -4.854  0.1214
H5 5.808 -0.108 -5.329  0.1174
H6 6.871 1.411 -3.740  0.1179
H7 5.753 1.988 -1.584  0.1225
H8 -2.688 -4.595 2.745  0.1173
H9 -3.053 -4.805 5.193  0.1169
H10 -1.969 -3.266 6.758  0.1165
H11 -0.499 -1.441 5.941  0.1216
H12 1.374 2.181 5.427  0.1233
H13 2.822 4.150 5.804  0.1183
H14 4.343 4.953 4.066  0.1185
H15 4.478 3.793 1.858  0.1247
H16 0.393 -3.354 -4.840  0.1234
C33 -5.033 1.332 3.736  -0.0514
C34 -3.801 1.058 4.311  -0.0521
C35 -2.646 1.178 3.560  -0.1094
C36 -2.721 1.597 2.229  -0.3405
C37 -3.957 1.854 1.650  -0.0895
C38 -5.109 1.723 2.409  -0.0708
P1 -1.147 1.800 1.342  1.0959
C39 -0.502 3.370 2.017  -0.3245
C40 0.483 4.035 1.288  -0.0986
C41 0.973 5.249 1.729  -0.0585
C42 0.502 5.801 2.910  -0.0556
C43 -0.467 5.138 3.642  -0.0559
C44 -0.967 3.925 3.203  -0.0667
C45 -1.356 2.304 -0.396  -0.4280
C46 -2.040 3.407 -0.889  -0.0673
C47 -1.975 3.673 -2.247  -0.0475
C48 -1.233 2.853 -3.081  -0.0608
C49 -0.522 1.772 -2.568  -0.1078
C50 -0.559 1.485 -1.209  -0.2867
H17 -5.933 1.248 4.324  0.1148
H18 -3.739 0.762 5.348  0.1148
H19 -1.683 0.964 4.006  0.0931
H20 -4.016 2.157 0.614  0.1028
H21 -6.072 1.930 1.965  0.1168
H22 0.851 3.613 0.361  0.1074
H23 1.718 5.776 1.151  0.1175
H24 0.881 6.750 3.254  0.1158
H25 -0.844 5.569 4.556  0.1154
H26 -1.734 3.429 3.776  0.0966
H27 -2.604 4.051 -0.230  0.1216
H28 -2.490 4.526 -2.657  0.1167
H29 -1.194 3.065 -4.137  0.1152
H30 0.061 1.168 -3.252  0.0965
C51 -2.736 -0.878 -3.924  -0.0847
C52 -4.088 -0.857 -3.226  -0.2809
C53 -4.014 -0.104 -1.904  -0.2783
S1 -3.228 -1.226 -0.667  1.0421
O1 -2.168 -0.374 0.017  -0.6445
C54 -4.621 -1.307 0.534  -0.2946
C55 -5.590 -2.374 0.046  -0.2722
C56 -5.022 -3.763 0.304  -0.0971
H31 -2.732 -1.610 -4.725  0.0847
H32 -1.951 -1.135 -3.215  0.0446
H33 -2.502 0.094 -4.353  0.0788
H34 -4.413 -1.881 -3.033  0.0992
H35 -4.832 -0.395 -3.873  0.1208
H36 -4.997 0.190 -1.541  0.0969
H37 -3.369 0.769 -1.987  0.0862
H38 -5.072 -0.321 0.616  0.0714
H39 -4.185 -1.581 1.493  0.1018
H40 -5.783 -2.239 -1.020  0.1004
H41 -6.544 -2.262 0.559  0.1229
H42 -3.965 -3.785 0.053  0.0297
H43 -5.534 -4.512 -0.290  0.0838
H44 -5.129 -4.028 1.352  0.0796

---

2.
C4H7N3O | ωB97M-V/def2-TZVPD

Output
Energy relative to the best compared isomer or geometry (same formula, charge and spin)   192.0 kcal per mole
E   -10771.4215 eV
2S+1   1
Frontier orbital gap   7.28 eV

Last column: Löwdin charge in e.
Element x y z (Å)
C1 0.644 0.785 0.168  -0.3516
C2 0.651 0.093 1.371  -0.0771
C3 -0.737 -0.880 -0.053  -0.1103
C4 -0.354 0.167 -0.750  -0.2582
H1 0.646 2.396 -0.649  0.1149
H2 1.651 2.425 0.591  0.1247
H3 1.365 0.517 2.238  0.1770
H4 -0.429 -3.053 1.369  0.3011
H5 -1.392 -1.578 -0.162  0.0615
H6 -1.025 -1.021 -2.407  0.1385
H7 -1.154 0.971 -2.622  0.1592
N1 1.473 1.793 -0.297  0.0455
N2 -0.379 -0.727 1.274  -0.1908
N3 -0.520 0.009 -2.223  -0.0137
O1 -0.440 -1.896 2.153  -0.1208

---

3.
C35H43ClN2Si2Zn | ωB97M-V/def2-TZVPD

Output
Energy relative to the best compared isomer or geometry (same formula, charge and spin)   198.8 kcal per mole
E   -116659.2348 eV
2S+1   1
Frontier orbital gap (alpha / beta)   2.82 / 2.79 eV

Last column: Löwdin charge in e.
Element x y z (Å)
C1 -1.886 -1.189 0.857  -0.1695
C2 -2.873 -0.983 -0.150  -0.2414
C3 -2.796 -2.069 -1.074  -0.2577
H1 -3.556 -0.136 -0.218  0.0566
C4 -1.758 -2.940 -0.645  -0.2071
C5 -1.191 -2.399 0.549  -0.1803
H2 -0.389 -2.836 1.135  0.0517
H3 -1.718 -0.551 1.726  0.0589
H4 -3.426 -2.200 -1.952  0.0345
H5 -1.458 -3.860 -1.136  0.0522
Zn1 -2.207 -0.465 -4.665  0.4994
Si1 -0.801 -0.652 -6.267  0.5792
C6 -0.492 0.908 -7.255  -0.2888
C7 0.816 1.044 -7.940  -0.3103
H6 1.274 0.098 -8.269  0.1197
C8 1.003 2.186 -8.822  -0.1299
H7 1.977 2.306 -9.310  0.1131
C9 -0.067 3.015 -9.097  -0.0955
H8 0.044 3.819 -9.827  0.1126
C10 -1.294 2.866 -8.446  -0.0757
H9 -2.112 3.561 -8.650  0.1088
C11 -1.480 1.830 -7.516  -0.1027
H10 -2.445 1.738 -7.011  0.1033
C12 -0.354 -1.913 -7.579  -0.2939
C13 -0.961 -1.750 -8.837  -0.0978
H11 -1.836 -1.096 -8.931  0.1101
C14 -0.392 -2.359 -9.957  -0.0714
H12 -0.821 -2.173 -10.940  0.1073
C15 0.733 -3.177 -9.811  -0.0750
H13 1.202 -3.609 -10.695  0.1070
C16 1.241 -3.440 -8.538  -0.0676
H14 2.101 -4.092 -8.420  0.1060
C17 0.667 -2.846 -7.409  -0.0741
H15 1.033 -3.068 -6.408  0.0949
H16 -2.400 -1.053 -6.190  0.0122
Si2 2.145 1.577 -6.526  0.8250
C18 2.047 -0.034 -5.538  -0.2224
C19 0.762 -0.586 -4.969  -0.3349
H17 0.338 0.199 -4.315  0.0361
C20 0.859 -1.854 -4.233  -0.0864
H18 -0.076 -2.322 -3.888  0.1067
C21 2.088 -2.388 -3.896  -0.0726
H19 2.150 -3.307 -3.304  0.1223
C22 3.274 -1.745 -4.280  -0.0454
H20 4.234 -2.145 -3.942  0.1131
C23 3.231 -0.629 -5.144  -0.0991
H21 4.186 -0.253 -5.533  0.1053
C24 1.297 2.933 -5.563  -0.2715
C25 0.660 2.719 -4.330  -0.1003
H22 0.917 1.863 -3.701  0.0907
C26 -0.366 3.577 -3.917  -0.0958
H23 -0.967 3.317 -3.044  0.0640
C27 -0.644 4.743 -4.634  -0.0714
H24 -1.446 5.412 -4.317  0.1074
C28 0.135 5.062 -5.752  -0.0797
H25 -0.040 5.987 -6.306  0.1060
C29 1.131 4.180 -6.184  -0.1105
H26 1.734 4.425 -7.062  0.1024
H27 3.376 2.007 -6.967  -0.0016
Cl1 -1.951 0.663 -2.833  0.1727
C30 2.580 -1.029 0.127  -0.0995
N1 2.144 -0.414 1.360  -0.2862
C31 2.051 -1.312 2.481  -0.1058
C32 2.694 0.901 1.632  -0.2069
C33 2.012 1.968 0.772  -0.2112
N2 0.573 1.858 0.833  -0.2761
C34 -0.153 2.703 -0.080  -0.1129
C35 -0.004 1.773 2.152  -0.1012
H28 1.897 -1.849 -0.139  0.0765
H29 3.600 -1.454 0.217  0.0789
H30 2.589 -0.294 -0.689  0.0717
H31 3.010 -1.418 3.022  0.0804
H32 1.303 -0.935 3.194  0.0755
H33 1.729 -2.302 2.131  0.0748
H34 2.538 1.141 2.692  0.1127
H35 3.773 0.922 1.393  0.1166
H36 2.311 1.850 -0.280  0.1025
H37 2.347 2.968 1.119  0.1179
H38 -1.165 2.296 -0.222  0.0703
H39 -0.240 3.743 0.292  0.0843
H40 0.356 2.720 -1.053  0.0616
H41 -1.098 1.722 2.061  0.0829
H42 0.360 0.865 2.650  0.0575
H43 0.251 2.646 2.788  0.0866

---

4.
C3H5N3 | ωB97M-V/def2-TZVPD

Output
Energy relative to the best compared isomer or geometry (same formula, charge and spin)   129.6 kcal per mole
E   -7656.8371 eV
2S+1   1
Frontier orbital gap   8.94 eV

Last column: Löwdin charge in e.
Element x y z (Å)
N1 1.480 1.132 -0.542  0.0984
C1 0.601 0.331 0.143  -0.2834
N2 -0.904 -0.426 -1.656  0.0621
N3 -1.471 -0.579 -0.597  -0.1915
C2 -0.826 -0.122 0.683  -0.1799
C3 0.491 -0.567 1.084  -0.0195
H1 2.446 0.841 -0.404  0.0980
H2 1.285 1.250 -1.531  0.0832
H3 -2.457 -0.891 -0.539  0.1202
H4 -1.625 0.060 1.445  0.1236
H5 0.981 -1.030 1.914  0.0888

---

5.
C2H6Si2 | ωB97M-V/def2-TZVPD

Output
Energy relative to the best compared isomer or geometry (same formula, charge and spin)   54.1 kcal per mole
E   -17921.1162 eV
2S+1   1
Frontier orbital gap (alpha / beta)   8.35 / 8.22 eV

Last column: Löwdin charge in e.
Element x y z (Å)
C1 0.883 -0.921 0.438  -0.2604
C2 -0.714 0.882 -0.489  -0.3465
Si1 -0.245 -0.769 -1.156  0.4340
Si2 -0.124 0.523 1.313  0.4685
H1 -1.184 -1.787 -0.873  -0.0736
H2 1.835 -0.530 0.179  -0.0697
H3 0.429 -0.659 -2.520  -0.0421
H4 -0.181 1.679 -1.154  0.0258
H5 -0.114 1.863 2.026  -0.0771
H6 -1.166 -0.050 2.330  -0.0589

---

6.
C7H7N3O3S | ωB97M-V/def2-TZVPD

Output
Energy relative to the best compared isomer or geometry (same formula, charge and spin)   0.0 kcal per mole
E   -28814.9229 eV
SMILES string   NS[C@]1([N+](=O)[O-])C=CC=C2OCN=C21
2S+1   1
Frontier orbital gap   7.85 eV

Last column: Löwdin charge in e.
Element x y z (Å)
N1 1.307 0.976 2.102  -0.3599
S1 2.101 0.060 1.013  0.9436
C1 0.642 -0.920 0.173  -0.4075
N2 0.427 -1.995 1.239  -0.4454
O1 0.675 -3.127 1.049  0.1164
O2 -0.070 -1.623 2.251  0.0542
C2 1.223 -1.321 -1.145  -0.1225
C3 0.762 -0.725 -2.265  -0.1037
C4 -0.347 0.174 -2.287  -0.0288
C5 -0.982 0.468 -1.177  -0.2562
O3 -1.924 1.442 -1.061  0.0237
C6 -2.083 1.570 0.372  -0.1527
N3 -1.322 0.540 1.075  0.1570
C7 -0.647 -0.014 0.148  -0.1899
H1 0.748 0.464 2.868  0.0979
H2 1.270 1.914 2.033  -0.0146
H3 2.057 -2.054 -1.202  0.1259
H4 1.403 -0.825 -3.226  0.1424
H5 -0.558 0.775 -3.259  0.1588
H6 -3.125 1.717 0.638  0.1261
H7 -1.557 2.505 0.662  0.1351

---

7.
C4H4N2O4P | ωB97M-V/def2-TZVPD

Output
E   -24670.7623 eV
2S+1   3
Frontier orbital gap (alpha / beta)   6.05 / 7.85 eV
Charge   -1
Expectation value of S²   2.0140

Last column: Löwdin charge in e.
Element x y z (Å)
C1 -2.161 0.066 -0.269  -0.1412
C2 -1.164 0.991 -0.168  -0.0559
C3 -1.808 -1.298 -0.159  -0.1878
C4 0.169 0.620 0.372  -0.4314
N1 -0.586 -1.745 0.032  0.0350
N2 0.353 -0.895 0.358  -0.0703
O1 2.832 0.503 1.448  -0.3108
O2 1.152 1.201 -0.280  -0.1270
O3 3.389 0.289 -1.154  -0.2920
O4 1.681 -1.228 -0.097  -0.1214
P1 2.529 0.311 0.013  0.2895
H1 -3.214 0.146 -0.705  0.1014
H2 -1.057 2.066 -0.444  0.1146
H3 -2.473 -2.022 -0.335  0.0465
H4 0.356 0.996 1.387  0.1508

---

8.
C12H18BCl3FeN7O4SSi | ωB97M-V/def2-TZVPD

Output
E   -122702.4113 eV
2S+1   6
Frontier orbital gap (alpha / beta)   9.44 / 7.52 eV
Expectation value of S²   8.7617

Last column: Löwdin charge in e.
Element x y z (Å)
Fe1 -0.595 0.633 1.726  0.7686
C1 0.490 -1.836 -5.608  -0.0420
C2 0.631 -1.905 -4.114  -0.2506
C3 -0.051 -1.013 -3.293  -0.0141
C4 0.211 -0.954 -1.935  -0.0541
C5 1.150 -1.822 -1.396  -0.2813
C6 1.781 -2.780 -2.178  -0.0347
C7 1.512 -2.817 -3.532  -0.0212
S1 1.752 -1.544 0.224  0.6749
O1 2.495 -2.656 0.725  -0.2581
O2 0.650 -1.086 1.073  -0.4220
N1 2.805 -0.340 -0.097  -0.1178
C8 3.667 0.170 0.982  -0.1759
C9 2.994 1.209 1.889  -0.0954
C10 2.058 2.078 1.060  -0.6201
O3 2.483 2.981 0.381  0.0980
O4 0.789 1.727 1.096  -0.1900
H1 -0.434 -1.343 -5.903  0.0794
H2 0.531 -2.826 -6.060  0.0813
H3 1.319 -1.256 -6.021  0.0894
H4 -0.789 -0.346 -3.719  0.1225
H5 -0.303 -0.250 -1.297  0.0925
H6 2.473 -3.469 -1.711  0.1185
H7 2.010 -3.550 -4.155  0.1191
H8 2.356 0.394 -0.639  0.1139
H9 4.535 0.604 0.492  0.1262
H10 3.984 -0.693 1.566  0.1184
H11 3.754 1.850 2.332  0.1291
H12 2.426 0.724 2.680  0.0338
N2 -3.623 4.967 1.536  0.1466
N3 -3.278 3.767 2.100  -0.2749
N4 -4.124 3.064 2.817  0.1467
C11 -3.413 1.973 3.065  -0.1666
N5 -2.200 2.051 2.513  -0.0613
N6 -2.130 3.216 1.890  0.1082
H13 -4.304 5.446 2.107  0.1076
H14 -2.795 5.497 1.302  0.1099
H15 -3.766 1.146 3.656  0.1175
B1 -3.137 -2.057 -0.986  -0.4072
C12 -2.501 -0.986 -0.069  -0.1827
N7 -2.024 -0.182 0.621  0.0437
H16 -4.216 -2.339 -0.516  0.0121
H17 -3.185 -1.611 -2.110  0.0131
H18 -2.437 -3.045 -0.926  0.0205
Cl1 -1.486 -0.813 5.435  0.2215
Si1 -0.115 -0.200 4.026  -0.6381
Cl2 1.500 -1.446 4.271  0.2766
Cl3 0.548 1.664 4.701  0.2186

---

M (g/mol)
1089.01, 113.12, 648.76, 83.09, 86.24, 213.22, 175.06, 557.49